1.
Density functional theory data (ωB97M-V/def2-TZVPD) for a molecular structure, C32H47Cl3MnN3O3SSi.

## Properties
* relative energy (zero: lowest compared OMol25 entry of this formula, charge and spin): 0.00 kJ/mol
* ⟨S²⟩: 6.11
* DFT total energy: -4856.9310 hartree

Geometry as ORCA input:
```
! RIJCOSX wB97M-V def2-TZVPD def2/J DEFGRID3
* xyz 0 5
C -1.55553 -2.01050 -3.73933
C -1.08142 -2.95063 -2.67754
H -1.33431 -2.38640 -4.74632
H -1.09506 -1.01477 -3.62445
H -2.65053 -1.88463 -3.65545
C -0.59746 -4.18136 -2.90974
C -0.42510 -4.80289 -4.25264
H -0.33271 -4.83206 -2.07510
H -0.58871 -4.10135 -5.07762
H -1.10725 -5.65521 -4.38188
H 0.59305 -5.20193 -4.34582
Mn -0.30496 0.26859 -0.28091
Cl -2.61381 0.26684 0.11226
Cl 0.16491 1.28659 -2.16041
H 0.54043 4.64539 3.07690
H -1.44681 5.77434 2.12388
C 0.87101 4.37026 2.06692
C -1.11898 5.48333 1.11530
N -0.28541 4.28902 1.18211
H 1.38358 3.40766 2.08557
C -0.62817 3.13729 0.60532
O 0.03712 2.08062 0.76658
H -1.99535 5.27931 0.49285
H -1.53741 3.14606 -0.01901
H 1.55254 5.15088 1.70794
H -0.55658 6.32453 0.68818
H 1.53852 -1.51796 -3.30645
H 2.36407 -3.73860 -2.01180
C 2.44422 -1.02669 -2.92531
C 3.25544 -3.10381 -1.88322
N 2.88159 -1.70963 -1.72678
H 2.21409 0.01674 -2.69696
C 2.97424 -1.09455 -0.51781
O 2.66693 0.07861 -0.28148
H 3.80099 -3.42717 -0.98802
H 3.36903 -1.78658 0.26400
H 3.22344 -1.10294 -3.69786
H 3.88726 -3.22873 -2.77429
O -0.11965 -1.48252 -1.10758
C -1.14494 -2.37593 -1.26447
C 0.13869 -3.96302 0.22796
C -1.08778 -3.42892 -0.16170
H 1.04195 -3.59345 -0.25560
C 0.18632 -4.94092 1.22793
H -2.10100 -1.83863 -1.15258
C -2.26578 -3.82482 0.46083
H 1.14978 -5.37186 1.51458
C -0.99655 -5.32944 1.86811
C -2.22087 -4.75528 1.49803
H -3.20298 -3.37831 0.12592
H -0.96653 -6.05831 2.68470
H -3.14266 -5.02537 2.01911
Si -0.37194 3.81893 -4.52818
Cl -0.64205 1.81702 -5.11152
C 1.44088 4.15934 -4.18297
C -1.38223 4.20330 -2.99354
C -1.00851 4.76240 -6.03303
H 1.90521 3.32498 -3.64258
H 1.53662 5.06572 -3.56730
H 1.99873 4.33093 -5.11151
H -0.32978 4.66037 -6.89413
H -1.10918 5.83333 -5.80117
H -1.99340 4.38066 -6.34972
H -1.09868 3.51556 -2.18275
H -2.45726 4.07388 -3.17558
H -1.21790 5.23834 -2.64617
N 0.47846 -0.31831 1.46803
S 0.03187 -1.45418 2.48613
C 1.11812 -1.33849 3.91980
C 1.64566 -2.53423 4.43285
C 2.42015 -2.49452 5.59614
C 2.68265 -1.26429 6.21758
C 2.17242 -0.07662 5.68333
C 1.38339 -0.11200 4.52868
C -1.49661 -0.92902 3.28040
C -1.90292 0.39763 3.32464
C -3.06422 0.74051 4.01665
C -3.80455 -0.24105 4.68180
C -3.38686 -1.57508 4.63713
C -2.22656 -1.91896 3.94904
H 1.35723 0.11852 1.75654
H 1.43022 -3.46491 3.90547
H 2.80118 -3.42672 6.00858
H 3.27162 -1.23883 7.13136
H 2.37092 0.88152 6.16242
H 0.97143 0.80219 4.09907
H -1.31131 1.13177 2.77677
H -3.37809 1.78462 4.02989
H -4.70202 0.03058 5.23867
H -3.95027 -2.36079 5.14110
H -1.84855 -2.94080 3.91330
*
```

2.
Density functional theory data (ωB97M-V/def2-TZVPD) for 8 unconnected molecules or ions with the total composition C32H47NO14.

## Properties
* DFT total energy: -2355.7100 hartree
* SMILES string: c1cc[nH]c1.O=C1CCCO1.O=C1CCCO1.O=C1CCCO1.O=C1CCCO1.O=C1CCCO1.O=C1CCCO1.O=C1CCCO1

Geometry as ORCA input:
```
! RIJCOSX wB97M-V def2-TZVPD def2/J DEFGRID3
* xyz 0 1
C -6.30057 -2.09943 -0.98038
C -5.74190 -0.83524 -0.91660
C -4.63853 -0.84679 -0.12260
N -4.44605 -2.10956 0.27210
C -5.47503 -2.88869 -0.18719
H -7.06329 -2.45844 -1.70556
H -6.02403 0.08526 -1.38986
H -3.96494 -0.05975 0.15469
H -3.66736 -2.53757 0.77314
H -5.49863 -3.97840 0.00024
O 2.02877 1.37173 -1.50781
C 1.61272 1.69209 -2.65457
C 1.22406 0.78626 -3.76926
C 0.56746 1.73543 -4.77653
C 1.07254 3.07554 -4.38619
O 1.50932 2.95127 -3.01922
H 2.14191 0.28379 -4.13296
H 0.53521 0.01435 -3.42404
H 0.74476 1.37793 -5.78543
H -0.50532 1.75149 -4.63332
H 2.02249 3.31592 -4.91345
H 0.32213 3.87483 -4.48633
O 6.21910 2.12815 -2.21903
C 6.08892 1.17634 -1.53795
C 5.38855 1.06203 -0.15326
C 5.66400 -0.41435 0.28506
C 6.29479 -1.09365 -0.92337
O 6.47434 -0.02808 -1.87469
H 5.77869 1.76728 0.55693
H 4.32974 1.28715 -0.26763
H 6.31973 -0.42639 1.15564
H 4.68562 -0.93901 0.55133
H 7.20997 -1.63047 -0.78696
H 5.62447 -1.78315 -1.38118
O -0.19141 -4.76574 -2.73105
C -1.22899 -4.29792 -2.69823
C -2.58541 -4.90326 -2.35283
C -3.61532 -3.89586 -2.94416
C -2.78865 -2.61016 -2.92764
O -1.45113 -2.89900 -2.83807
H -2.63217 -5.97577 -2.64809
H -2.59792 -4.82018 -1.23403
H -3.89563 -4.03373 -3.97365
H -4.52933 -3.98246 -2.36448
H -3.05942 -1.99414 -3.78833
H -3.08696 -2.11388 -1.96667
O -1.19412 2.19248 -2.13169
C -1.34374 2.80490 -1.08720
C -0.27331 3.57468 -0.33783
C -1.10043 4.12362 0.88814
C -2.55104 4.00475 0.44411
O -2.55573 2.95543 -0.48438
H 0.54777 2.96689 0.00399
H 0.16492 4.37854 -0.91870
H -0.91969 3.47464 1.79129
H -0.77155 5.09525 1.14981
H -3.10611 3.72738 1.30269
H -2.98046 4.89663 -0.06089
O 0.47882 0.89193 2.05104
C 0.36668 0.09033 1.13944
C 1.40771 -0.95545 0.62652
C 0.73659 -1.68573 -0.50192
C -0.68907 -1.10196 -0.58917
O -0.75840 -0.00386 0.34546
H 2.34753 -0.45232 0.33273
H 1.68353 -1.54412 1.52440
H 1.27623 -1.50305 -1.39822
H 0.64948 -2.80410 -0.35048
H -0.95362 -0.66122 -1.54658
H -1.42016 -1.85163 -0.29099
O 3.03719 0.08135 3.45065
C 2.64594 1.17074 3.78712
C 2.95653 2.50577 3.11753
C 2.10798 3.49282 3.90841
C 1.14343 2.63532 4.70841
O 1.70237 1.33481 4.71261
H 4.02093 2.71684 3.07754
H 2.61660 2.29985 2.07603
H 2.74547 4.08654 4.59143
H 1.54286 4.18860 3.26218
H 0.97572 2.98120 5.72574
H 0.22935 2.50496 4.19074
O -2.02376 -3.36817 1.64571
C -1.46212 -2.70133 2.46803
C -2.22859 -1.93223 3.53282
C -1.13750 -0.97188 3.98651
C 0.12668 -1.77044 3.81476
O -0.14801 -2.66058 2.68980
H -3.19006 -1.63205 3.10089
H -2.42773 -2.66005 4.34223
H -1.15815 -0.15306 3.25729
H -1.21109 -0.53609 4.96408
H 0.95000 -1.16996 3.61748
H 0.27278 -2.37269 4.72394
*
```

3.
Density functional theory data (ωB97M-V/def2-TZVPD) for 3 unconnected molecules or ions with the total composition C32H48Br4FIN3O5.

## Properties
* DFT total energy: -12481.9090 hartree

Geometry as ORCA input:
```
! RIJCOSX wB97M-V def2-TZVPD def2/J DEFGRID3
* xyz 1 1
C 6.70894 -1.86874 1.11122
C 6.63594 -0.57716 0.25452
C 5.18527 -0.04173 0.09839
C 4.81561 1.00634 1.20412
C 3.48905 0.65551 1.94160
C 2.27288 1.51489 1.41303
C 1.48074 0.61130 0.50987
C 1.73794 0.68990 -0.86218
C 1.07976 -0.13731 -1.69831
C 1.40448 -0.01578 -3.19981
O 0.64471 0.43416 -4.00394
N 2.74914 -0.43621 -3.62426
C 2.91011 -1.83504 -3.41550
O 2.77733 -2.67057 -4.25760
F 3.24060 -2.20907 -2.13813
N 0.15430 -1.01439 -1.26454
C -0.45575 -1.84135 -2.29976
C 0.05080 -3.11233 -2.56648
C -0.61721 -3.76721 -3.59265
C -1.67009 -3.14555 -4.23086
N -2.15978 -1.91795 -4.03019
C -1.49342 -1.33078 -3.04621
C -0.16472 -1.10719 0.04923
C -1.22430 -2.05575 0.56339
I -3.21125 -1.63099 -0.20116
C -0.86728 -3.55869 0.42465
C 0.58354 -3.85345 0.87561
C 0.51772 -0.30341 0.94449
C 0.25318 -0.38018 2.44854
O -1.07542 0.00033 2.76965
C -1.06955 1.24666 3.49826
C -2.51939 1.78970 3.45731
O -2.61659 2.67986 2.35756
C -3.05392 2.04440 1.17188
C -2.40146 2.78921 -0.01979
O -2.58606 4.18261 0.08348
C -3.96055 4.57424 0.00573
C -4.38435 5.18360 1.37256
H 6.86108 -2.74908 0.47720
H 5.78073 -2.04148 1.67347
H 7.54081 -1.83280 1.82170
H 7.28760 0.19747 0.67472
H 7.01929 -0.81658 -0.74537
H 5.12159 0.39710 -0.90913
H 4.50760 -0.90810 0.11133
H 4.74848 1.97450 0.69101
H 5.66860 1.04288 1.88863
H 3.31009 -0.41150 1.76111
H 3.66320 0.80964 3.01157
H 1.71614 1.86206 2.28329
H 2.69958 2.32523 0.81889
H 2.46382 1.41561 -1.22069
H 3.45403 0.09879 -3.11464
H 0.88118 -3.51897 -1.99714
H -0.31491 -4.76554 -3.89188
H -2.18000 -3.72178 -5.00680
H -1.81493 -0.31297 -2.80310
H -1.33802 -1.88860 1.63447
H -1.51175 -4.06628 1.15701
H -1.13035 -3.98379 -0.54611
H 0.66569 -3.48550 1.90957
H 1.35195 -3.36999 0.26190
H 0.68908 -4.94008 0.94611
H 0.34353 -1.44670 2.71947
H 1.00309 0.14208 3.04494
H -0.73821 1.10110 4.53764
H -0.44340 1.96905 2.95865
H -3.20095 0.93053 3.39469
H -2.73095 2.34393 4.37797
H -2.72795 0.99839 1.08758
H -4.15307 2.06713 1.09836
H -2.73852 2.38483 -0.98930
H -1.32111 2.59176 0.07223
H -4.62572 3.75778 -0.30123
H -4.04888 5.37563 -0.75321
H -4.69386 6.22226 1.22946
H -5.17049 4.58740 1.85337
H -3.53103 5.14549 2.05682
Br -3.04645 -6.19382 0.66108
C -2.11394 -7.39275 1.88017
C -2.39662 -7.03947 3.31486
Br -1.39132 -5.46239 3.86641
H -1.05870 -7.34202 1.62996
H -2.49101 -8.38665 1.64808
H -2.06370 -7.83554 3.97762
H -3.44434 -6.82744 3.50317
Br -1.57381 8.92692 -2.61602
C -2.25877 7.31482 -3.46265
C -3.52586 7.58743 -4.22969
Br -5.05423 7.77262 -3.03887
H -2.38858 6.57650 -2.67638
H -1.46871 6.98949 -4.13696
H -3.76907 6.74522 -4.87472
H -3.47885 8.49429 -4.82437
*
```

> Which of these has the highest DFT total energy?

C32H47NO14